Record 1
DFT (the ωB97M-V functional and the def2-TZVPD basis) results for a cluster of 2 separate species, CH3IO2 in total in a non-equilibrium geometry.

Values from the calculation:
E_HOMO (alpha / beta) = -9.356 / -9.269 eV
2S+1 = 1
Kohn-Sham gap (alpha / beta) = 8.48 / 8.39 eV
Energy above the lowest of the compared OMol25 structures with the same formula, charge and spin = 3.811 eV

XYZ file:
```
7
Properties=species:S:1:pos:R:3:lowdin_charge:R:1
I -2.072 0.590 -1.727 0.947
O 0.794 0.617 -0.877 -0.041
O -0.777 -1.305 0.547 -0.283
C -0.487 0.749 -0.431 -0.658
H -0.579 1.635 0.277 0.090
H 0.622 0.084 -1.648 0.063
H -1.685 -1.436 0.406 -0.117
```

Record 2
DFT (the ωB97M-V functional and the def2-TZVPD basis) results for a cluster of 2 separate species, CH5BrN2 in total in a non-equilibrium geometry.

Values from the calculation:
E_HOMO (alpha / beta) = -7.146 / -9.040 eV
⟨S²⟩ = 2.02
2S+1 = 3
Kohn-Sham gap (alpha / beta) = 7.61 / 6.87 eV
Energy above the lowest of the compared OMol25 structures with the same formula, charge and spin = 2.657 eV

XYZ file:
```
9
Properties=species:S:1:pos:R:3:lowdin_charge:R:1
Br -0.724 -1.149 -2.103 0.175
N -0.792 -0.334 -0.043 -0.341
N -0.413 -0.976 0.972 0.003
C 0.574 1.243 -0.301 0.029
H -0.153 1.887 0.045 -0.016
H 0.446 -1.430 0.988 0.092
H 0.651 0.968 -1.387 -0.031
H 1.486 1.037 0.242 0.013
H -1.076 -1.247 1.587 0.077
```

Record 3
DFT (the ωB97M-V functional and the def2-TZVPD basis) results for a cluster of 3 separate species, C4H10O2 in total in a non-equilibrium geometry.

Values from the calculation:
E_HOMO = -9.041 eV
2S+1 = 1
Kohn-Sham gap = 9.71 eV
Energy above the lowest of the compared OMol25 structures with the same formula, charge and spin = 2.077 eV
SMILES = C=CC=C.O.O

XYZ file:
```
16
Properties=species:S:1:pos:R:3:lowdin_charge:R:1
O -3.336 0.201 -1.837 -0.060
O -6.109 -1.222 -0.571 -0.057
C 3.608 0.325 0.795 -0.199
C 1.237 -0.280 1.025 0.005
C 2.254 0.135 0.285 -0.210
C 4.416 1.237 0.274 0.002
H 2.036 0.470 -0.696 0.088
H 1.520 -0.683 1.997 0.059
H 3.895 -0.290 1.635 0.099
H -5.509 -1.645 0.046 0.032
H 0.202 -0.307 0.731 0.046
H -2.814 0.214 -1.030 0.026
H -4.228 0.524 -1.724 0.020
H 4.156 1.688 -0.682 0.059
H -6.727 -1.905 -0.856 0.038
H 5.400 1.538 0.608 0.052
```

Record 4
DFT (the ωB97M-V functional and the def2-TZVPD basis) results for a cluster of 2 separate species, C5H10N2O in total in a non-equilibrium geometry.

Values from the calculation:
E_HOMO (alpha / beta) = -8.590 / -7.993 eV
2S+1 = 1
Kohn-Sham gap (alpha / beta) = 7.99 / 8.24 eV
Energy above the lowest of the compared OMol25 structures with the same formula, charge and spin = 7.051 eV

XYZ file:
```
18
Properties=species:S:1:pos:R:3:lowdin_charge:R:1
O 1.595 1.791 -1.155 -0.067
N 0.905 -0.047 1.967 0.154
N 1.203 0.477 -1.397 -0.049
C 1.703 -0.313 -0.312 -0.190
C -1.711 -1.328 1.049 0.025
C 0.622 -0.418 0.792 -0.390
C -1.068 0.900 -0.774 0.043
C -0.670 -0.954 0.238 -0.231
H -0.544 1.768 -0.388 0.035
H -2.445 -2.048 0.715 0.058
H 1.918 -1.319 -0.685 0.117
H -0.551 -1.517 -0.680 0.110
H 0.107 -0.106 2.600 0.047
H 1.417 2.242 -1.993 0.105
H -1.178 0.758 -1.842 0.037
H 2.604 0.099 0.146 0.115
H -1.864 -0.889 2.029 0.058
H -2.044 0.903 -0.310 0.021
```

Record 5
DFT (the ωB97M-V functional and the def2-TZVPD basis) results for a structure of composition C22H24ClMoO3 in a non-equilibrium geometry.

Values from the calculation:
E_HOMO (alpha / beta) = -1.884 / -1.933 eV
⟨S²⟩ = 2.01
2S+1 = 3
Charge = -1
Kohn-Sham gap (alpha / beta) = 4.54 / 4.59 eV

XYZ file:
```
51
Properties=species:S:1:pos:R:3:lowdin_charge:R:1
Mo -0.360 0.096 0.310 1.515
Cl -1.121 -1.236 8.422 0.648
O -2.190 2.155 2.588 0.063
O -1.198 0.147 2.077 -0.332
O -1.025 1.727 -0.551 -0.462
C -1.032 -0.741 4.477 -0.016
C -0.232 -1.798 -1.109 -0.234
C 0.848 1.446 -3.757 -0.372
C -1.392 -1.099 -1.549 -0.191
C 1.655 1.474 0.163 -0.179
C 1.594 -0.347 1.606 -0.208
C 1.421 1.082 1.521 -0.196
C 1.994 0.303 -0.577 -0.189
C -0.862 -1.279 5.745 -0.107
C -1.948 0.683 6.697 -0.108
C -1.789 -1.868 0.611 -0.177
C 2.017 2.342 -3.633 -0.104
C -1.618 0.524 4.301 -0.115
C -0.462 -2.257 0.238 -0.225
C -1.385 2.061 -1.889 -0.254
C 1.966 -0.806 0.308 -0.233
C 1.085 0.101 -4.289 -0.105
C -2.345 -1.116 -0.477 -0.176
C -0.499 1.891 -3.316 -0.139
C -1.322 -0.566 6.859 -0.706
C -2.101 1.228 5.415 -0.013
C -1.712 1.082 2.903 -0.527
H -2.314 1.479 -2.079 0.080
H 2.192 2.833 -4.610 0.077
H 1.592 0.196 -5.262 0.077
H -0.387 -2.247 5.850 0.099
H -2.305 1.209 7.577 0.094
H -1.567 -0.737 -2.556 0.086
H -0.574 2.916 -3.726 0.092
H 1.840 3.129 -2.890 0.076
H -2.601 2.182 5.266 0.115
H 2.287 -1.809 0.060 0.096
H 0.151 -0.437 -4.444 0.066
H 1.256 1.768 2.346 0.107
H -3.339 -0.693 -0.511 0.100
H -0.716 -1.322 3.617 0.107
H 1.642 2.491 -0.219 0.103
H -1.617 3.136 -1.821 0.086
H 1.727 -0.536 -3.652 0.068
H 2.956 1.815 -3.379 0.074
H 0.180 -2.894 0.838 0.097
H -2.323 -2.187 1.506 0.108
H 2.344 0.305 -1.602 0.070
H 0.602 -2.048 -1.747 0.090
H 1.594 -0.931 2.522 0.096
H -1.194 1.282 -3.913 0.079
```

Record 6
DFT (the ωB97M-V functional and the def2-TZVPD basis) results for a cluster of 2 separate species, C2H10N3OP in total in a non-equilibrium geometry.

Values from the calculation:
E_HOMO = -6.919 eV
2S+1 = 1
Kohn-Sham gap = 7.38 eV
Energy above the lowest of the compared OMol25 structures with the same formula, charge and spin = 4.712 eV

XYZ file:
```
17
Properties=species:S:1:pos:R:3:lowdin_charge:R:1
P -2.484 0.499 0.028 0.742
O -1.527 0.582 1.159 -0.531
N -2.973 -1.096 0.015 -0.231
N 0.786 0.497 -0.172 -0.457
N 0.423 1.046 -1.331 -0.088
C 1.915 1.349 0.367 -0.010
C 0.832 -0.999 -0.085 -0.031
H 2.793 1.202 -0.153 0.053
H 2.099 1.031 1.388 0.091
H -2.492 -1.866 0.567 0.078
H 1.654 2.364 0.169 0.081
H -0.111 0.264 -1.865 0.008
H 0.030 0.589 0.623 0.067
H 1.188 -1.182 0.877 0.067
H -3.613 -1.360 -0.735 0.021
H 1.561 -1.386 -0.759 0.085
H -0.082 -1.534 -0.095 0.055
```

Record 7
DFT (the ωB97M-V functional and the def2-TZVPD basis) results for the ion C3H5N4 with charge +1 in a non-equilibrium geometry.

Values from the calculation:
E_HOMO (alpha / beta) = -13.302 / -13.307 eV
2S+1 = 1
Charge = +1
Kohn-Sham gap (alpha / beta) = 7.48 / 7.49 eV
Energy above the lowest of the compared OMol25 structures with the same formula, charge and spin = 4.907 eV

XYZ file:
```
12
Properties=species:S:1:pos:R:3:lowdin_charge:R:1
N -1.421 -1.087 -1.083 0.062
N 0.471 -0.360 1.895 0.308
N 0.332 2.029 -0.570 0.183
N -1.166 0.157 -1.217 0.033
C -0.455 0.983 -0.575 -0.163
C -0.315 -1.618 -0.222 -0.106
C 0.055 -0.660 0.835 -0.072
H 0.563 -1.495 -0.860 0.147
H 0.565 2.490 -1.415 0.120
H 0.463 2.579 0.315 0.162
H 1.211 -0.430 2.647 0.188
H -0.303 -2.588 0.250 0.138
```

Record 8
DFT (the ωB97M-V functional and the def2-TZVPD basis) results for a cluster of 2 separate species, C4H9N3 in total in a non-equilibrium geometry.

Values from the calculation:
E_HOMO (alpha / beta) = -7.913 / -7.569 eV
2S+1 = 1
Kohn-Sham gap (alpha / beta) = 8.18 / 6.99 eV
Energy above the lowest of the compared OMol25 structures with the same formula, charge and spin = 6.993 eV

XYZ file:
```
16
Properties=species:S:1:pos:R:3:lowdin_charge:R:1
N 2.188 -0.316 -2.010 -0.019
N 1.578 -0.900 -0.843 0.018
N -0.390 0.416 -0.092 -0.016
C -0.566 -0.318 1.134 -0.320
C -1.619 0.367 2.038 -0.108
C 1.212 0.772 -1.929 0.012
C 0.576 0.093 -0.895 -0.456
H -2.540 0.190 1.445 0.061
H -1.819 -0.116 2.946 0.045
H -1.938 0.585 -0.969 0.179
H 3.136 -0.013 -1.840 0.101
H -1.430 1.428 2.103 0.065
H 0.486 -0.339 1.480 0.118
H -1.043 -1.359 1.111 0.126
H 1.239 -1.856 -0.970 0.129
H 0.932 1.365 -2.710 0.065
```